Record 1
Molecular formula: C12H17N3ORhS2
Method: DFT, ωB97M-V/def2-TZVPD

charge	+1
total energy	-1613.5564	a.u.
ΔE to the lowest compared entry with this formula, charge and spin	0.0	kcal/mol
2S+1	5
strongest force on any atom	0.6	eV Å⁻¹
HOMO energy (spin up / spin down)	-10.31 / -12.04	eV
LUMO level (spin up / spin down)	-0.1174 / -0.2297	Eh
molecular weight	386.33	g mol⁻¹

XYZ file:
```
36
Properties=species:S:1:pos:R:3:forces:R:3
Rh -1.20030 -0.60605 0.37747 -0.239 0.092 -0.528
C 3.11095 -1.80827 3.81212 -0.019 0.036 -0.048
S 2.45665 -2.71379 2.39501 0.033 -0.145 0.125
C 1.15847 -1.75583 1.85590 0.003 0.186 -0.050
S 0.27630 -2.34382 0.47573 0.105 0.002 0.200
N 0.88362 -0.58838 2.45306 0.085 -0.110 -0.083
N -0.13411 0.02034 1.91835 -0.121 0.073 0.248
C -0.47763 1.29630 2.42102 0.071 -0.121 -0.075
C -1.39009 2.00002 1.66397 -0.014 0.063 -0.055
C -1.85186 3.30046 1.98823 -0.001 -0.018 -0.018
C -2.69181 3.95248 1.12421 0.011 -0.017 0.012
C -3.08706 3.31900 -0.05879 0.020 -0.014 0.001
C -2.64322 2.03139 -0.31651 -0.085 -0.003 -0.055
N -1.83492 1.37503 0.50585 0.062 0.002 0.219
H 3.54656 -2.55950 4.46619 0.023 -0.006 -0.010
H 2.30735 -1.28661 4.32003 0.007 -0.029 0.037
H 3.87559 -1.10687 3.48910 -0.016 0.013 -0.016
H -0.02858 1.64578 3.33793 0.047 -0.014 -0.006
H -1.52618 3.75438 2.91319 0.026 0.024 -0.006
H -3.04306 4.94911 1.35124 -0.007 0.006 0.010
H -3.73671 3.80952 -0.76764 -0.009 -0.008 -0.013
H -2.94717 1.50133 -1.20952 -0.023 -0.016 0.023
C -2.08279 -3.31385 -1.93460 -0.047 0.035 0.066
C -2.64585 -1.89694 -2.04616 0.203 0.025 -0.250
C -4.12539 -1.92672 -2.40166 -0.004 0.010 0.037
C -1.83759 -1.07775 -3.04920 -0.014 0.047 0.129
O -2.53661 -1.28371 -0.76555 -0.135 -0.071 0.254
H -2.26831 -3.83729 -2.87194 0.011 -0.025 -0.001
H -2.57289 -3.85802 -1.12787 -0.007 -0.005 -0.002
H -1.00844 -3.29983 -1.75521 0.025 0.002 -0.038
H -4.25012 -2.23245 -3.43984 -0.020 -0.025 -0.006
H -4.56677 -0.93780 -2.27723 0.008 0.021 -0.043
H -4.66379 -2.62677 -1.76388 0.000 0.009 0.016
H -1.80292 -1.58988 -4.00931 -0.004 0.009 -0.027
H -0.81355 -0.94437 -2.69360 0.023 -0.031 -0.030
H -2.28796 -0.09513 -3.19909 0.000 0.004 -0.019
```
Forces are in eV/Å.

Löwdin atomic charge list, values in e, 2 entries:
1 Rh 1.0234
2 C -0.3406

Record 2
Molecular formula: C12H17N4O3OsSSe
Method: DFT, ωB97M-V/def2-TZVPD

charge	+3
total energy	-3801.2876	a.u.
ΔE to the lowest compared entry with this formula, charge and spin	22.4	kcal/mol
strongest force on any atom	1.0	eV Å⁻¹
HOMO energy (spin up / spin down)	-19.04 / -19.03	eV
LUMO level (spin up / spin down)	-0.5064 / -0.4905	Eh
molecular weight	566.55	g mol⁻¹

XYZ file:
```
39
Properties=species:S:1:pos:R:3:forces:R:3
Os -0.01747 0.59386 0.03528 -0.159 0.856 0.417
C 2.99471 -0.06336 -0.70082 -0.107 0.073 -0.058
O 1.84369 0.88235 -0.61741 0.156 -0.229 0.092
C 2.25470 2.31136 -0.51325 -0.137 -0.014 -0.016
C 1.10406 3.13128 -1.03599 0.039 -0.080 -0.011
O -0.09244 2.67986 -0.31882 -0.017 0.018 -0.074
C -1.35600 3.01538 -0.97898 -0.036 -0.040 0.020
C -2.42394 2.21272 -0.28660 0.052 0.056 -0.023
O -2.00557 0.78678 -0.30652 0.236 -0.048 0.065
C -3.08337 -0.08978 0.22103 -0.030 -0.119 -0.122
H 3.63879 0.31076 -1.49196 0.018 -0.031 0.014
H 2.57868 -1.02758 -0.96491 0.008 -0.033 0.001
H 3.48170 -0.08011 0.26907 0.032 0.005 0.003
H 3.14041 2.44791 -1.13175 -0.007 0.017 0.002
H 2.49406 2.49612 0.53511 -0.013 0.029 -0.021
H 0.95387 2.95638 -2.10379 -0.003 0.032 0.003
H 1.25101 4.19535 -0.84863 0.022 -0.019 0.025
H -1.27813 2.75271 -2.03758 -0.004 0.025 0.007
H -1.54226 4.08486 -0.87444 -0.021 -0.015 0.012
H -3.37087 2.28371 -0.82148 0.008 0.001 0.008
H -2.55821 2.49244 0.76085 0.019 0.005 -0.019
H -3.91801 -0.02443 -0.47259 0.001 -0.005 0.013
H -3.35032 0.27404 1.21224 -0.001 -0.006 -0.015
H -2.68653 -1.09810 0.26684 -0.028 0.027 0.027
S -0.02852 1.02383 2.14878 -0.067 -0.151 -0.456
C -0.71886 -0.34213 2.88040 0.262 0.012 0.028
N -1.18748 -1.26994 3.37594 -0.166 -0.070 0.036
Se 2.41413 -2.88156 2.78705 -0.014 -0.173 -0.129
N 1.61024 -4.16560 1.92144 -0.013 0.155 0.059
C 0.84351 -3.60218 0.99207 0.003 -0.040 -0.072
C 0.05047 -4.30319 0.05769 -0.078 -0.027 -0.111
C -0.65552 -3.56593 -0.86637 0.064 -0.246 0.046
C -0.61624 -2.17350 -0.82605 0.109 0.138 0.115
N 0.09384 -1.45677 0.05592 0.038 -0.414 0.223
C 0.88225 -2.16973 0.95491 0.028 0.158 0.008
N 1.68450 -1.58265 1.81842 -0.120 0.172 -0.066
H 0.02512 -5.38649 0.08189 -0.023 0.007 -0.037
H -1.25721 -4.04285 -1.62752 -0.004 -0.015 0.019
H -1.19278 -1.60581 -1.54951 -0.048 -0.013 -0.013
```
Forces are in eV/Å.

natural (NBO) atomic charge list, values in e, 2 entries:
1 Os 1.2569
2 C -0.2367

Record 3
Molecular formula: C12H17N5OS2
Method: DFT, ωB97M-V/def2-TZVPD

total energy	-1612.4814	a.u.
ΔE to the lowest compared entry with this formula, charge and spin	247.9	kcal/mol
strongest force on any atom	14.7	eV Å⁻¹
HOMO energy	-8.67	eV
LUMO level	0.0120	Eh
molecular weight	311.44	g mol⁻¹

XYZ file:
```
37
Properties=species:S:1:pos:R:3:forces:R:3
C -5.57533 -3.34390 -0.72958 -0.348 1.364 -5.350
C -4.93373 -1.92973 -0.86558 -6.906 0.274 1.022
C -5.09634 -1.12337 0.45349 -7.721 -12.537 0.469
H -4.64962 -1.79763 1.21649 0.052 0.766 -0.102
H -6.28731 -1.38068 0.60335 2.415 1.104 0.232
C -4.79618 0.13687 0.49960 1.783 10.806 -1.956
C -3.35316 0.16319 0.49073 3.544 6.338 -3.195
N -2.44254 -0.67842 0.25603 -2.828 -2.385 1.461
N -1.22812 -0.18818 0.14360 2.488 -3.152 -0.174
C -1.23584 1.03490 0.09181 -5.563 6.582 -0.165
N -2.64175 1.66989 0.16600 3.725 -10.869 2.349
C -3.21927 2.89317 -0.06664 1.530 0.928 2.797
H -3.72466 2.69627 -0.96434 -1.740 1.309 -1.113
H -3.68917 3.12686 0.95509 -0.292 0.628 -2.084
H -2.29854 3.48463 -0.17528 -0.868 1.037 -0.389
S -0.02548 2.16259 0.00992 3.328 -0.068 -0.273
C 1.39609 0.77906 0.01097 -1.175 6.712 2.492
C 2.63204 1.58832 -0.19730 2.593 6.612 -2.821
O 2.86184 2.93919 -0.52920 -2.664 -6.970 2.134
N 3.77025 0.91192 -0.15909 3.529 1.721 -1.704
C 3.96910 -0.48059 -0.18977 -3.116 5.705 0.365
N 5.09210 -0.86507 -0.00384 8.881 -1.640 -0.710
C 5.21550 -2.18355 0.09853 -1.558 -5.666 1.969
C 3.94737 -2.81478 0.43841 2.720 3.656 -2.731
S 2.76462 -1.49998 -0.01908 -2.750 -5.946 1.333
H 3.85022 -3.86807 0.43749 -0.832 -0.698 0.103
H 6.17311 -2.99950 0.01272 -2.342 3.328 0.405
H 4.69553 1.54401 -0.47632 -3.371 -2.284 1.317
H 1.06910 0.15149 -0.68977 -0.828 -2.548 -2.815
H 1.35466 0.42624 1.01085 -0.045 -0.639 0.658
H -5.02235 0.85376 1.31772 -0.818 -0.929 -0.043
H -5.22437 0.73989 -0.51635 1.229 -1.372 2.441
H -3.99616 -1.90139 -1.09396 5.584 -0.233 -2.024
H -5.63612 -1.48600 -1.66042 1.495 0.022 0.897
H -5.12670 -3.98943 -0.06027 0.872 -1.359 1.396
H -6.64357 -3.14381 -0.52529 0.472 -0.673 -0.051
H -5.47444 -3.82604 -1.94955 -0.473 1.074 3.860
```
Forces are in eV/Å.

natural (NBO) atomic charge list, values in e, 2 entries:
1 C -0.5702
2 C -0.3582